Here is a 14-piece molecular cluster, C69H90F9O20P5 overall at a distorted geometry from the OMol25 dataset. Energies are from ωB97M-V/def2-TZVPD.

Output
Gap between HOMO and LUMO, Eh: 0.34999
Electronic energy, eV: -184874.304
HOMO level, eV: -8.958
E_LUMO, eV: 0.57

XYZ file:
```
193
Properties=species:S:1:pos:R:3:forces:R:3
C -23.8186 20.4116 13.8818 0.9 -0.3 -0.1
O -22.9972 20.1291 15.0518 -1.0 0.7 -0.2
P -21.6223 19.3720 14.9881 0.3 -0.4 -1.8
O -20.9174 19.5795 13.6946 -0.3 -0.1 1.3
O -20.9310 19.8144 16.3329 -0.7 -1.2 -0.6
C -20.4634 21.1161 16.6169 1.2 0.2 -0.8
O -21.9681 17.8341 15.1722 0.1 0.7 -0.1
C -22.6962 17.2132 16.2366 1.6 0.2 0.4
H -23.2417 20.3145 12.9459 -0.1 -0.3 0.5
H -24.1136 21.4431 13.9458 -0.3 0.4 0.2
H -24.6852 19.7522 13.8865 0.1 0.0 0.0
H -21.2565 21.7427 16.9917 -0.2 0.2 0.1
H -19.9193 21.5760 15.7601 -0.7 -0.3 0.3
H -19.7029 20.8994 17.3377 0.3 0.5 0.8
H -23.7298 17.0531 16.0435 -0.9 0.4 -0.4
H -22.5078 17.7403 17.1775 -0.3 -0.1 -0.1
H -22.2370 16.2442 16.2681 0.1 -0.7 0.4
C -22.4898 10.8264 18.9072 0.2 -0.1 0.0
O -21.1892 10.7512 18.4011 1.8 -0.9 -0.2
P -20.4108 12.0471 17.9726 -0.1 -0.3 -1.9
O -21.1558 12.8746 17.0219 -0.2 0.4 0.0
O -20.0481 12.7896 19.2863 -1.8 1.6 -1.2
C -19.1986 12.2939 20.2114 2.0 -1.6 1.6
O -19.0577 11.4694 17.4551 0.5 -0.4 0.7
C -18.5418 11.4092 16.0987 -0.4 -0.5 0.8
H -22.4199 11.3151 19.8666 -0.6 0.2 0.4
H -22.8244 9.8020 18.9947 -0.4 0.0 0.1
H -23.0288 11.3807 18.1691 -1.1 0.4 0.0
H -18.2326 12.7582 20.1054 0.4 0.3 0.1
H -19.0156 11.2127 20.0981 -0.3 0.2 0.1
H -19.5874 12.4964 21.1935 -0.1 0.0 0.5
H -18.6460 12.4060 15.7344 -0.1 0.5 -0.9
H -19.0966 10.6469 15.5375 0.4 0.4 0.1
H -17.4799 11.1563 16.2066 -0.4 -0.1 -0.1
C -9.9155 11.7356 13.9156 -0.7 -0.1 -1.5
O -10.2772 12.9526 13.2322 -1.4 0.5 -0.8
P -11.6229 13.0079 12.3544 0.2 -0.6 -0.2
O -12.8253 12.3334 12.8770 0.7 0.5 0.0
O -11.7528 14.5621 12.0333 0.3 -0.6 0.3
C -13.0453 15.1180 11.8063 -1.1 -0.2 -0.3
O -11.1984 12.3499 10.9680 -0.4 0.1 -0.1
C -10.0581 12.8661 10.2714 0.7 -0.8 1.2
H -9.8360 10.8689 13.2404 0.1 0.4 -0.1
H -10.6537 11.4997 14.6443 -0.3 -0.1 0.8
H -8.9764 12.0158 14.2829 1.3 -0.2 1.0
H -13.4396 14.9601 10.7664 0.6 -0.1 0.9
H -12.9781 16.1692 12.0015 0.4 0.5 -0.1
H -13.7835 14.7337 12.5208 0.3 -0.2 -0.2
H -10.1569 12.6720 9.2294 -0.4 0.0 -0.8
H -9.1881 12.2807 10.6243 -0.2 0.6 -0.1
H -9.9502 13.9189 10.4858 0.3 0.3 -0.1
C -14.3973 7.4214 14.3557 -1.1 -0.3 -0.9
O -15.8049 7.6891 14.2306 0.5 -0.4 0.9
P -16.3587 9.1096 13.9147 -3.0 -0.5 -0.2
O -17.8104 9.2066 14.2023 0.8 -0.1 -0.1
O -15.4613 10.1151 14.6924 0.9 0.2 -0.1
C -15.4924 11.5101 14.2690 0.5 -1.0 0.5
O -16.0570 9.3143 12.3961 1.2 0.8 -1.1
C -16.8759 9.0459 11.2504 0.1 0.0 0.7
H -14.1426 6.7977 13.5158 0.4 -0.1 -0.3
H -14.2186 6.9205 15.2624 0.0 -0.9 1.1
H -13.8484 8.3175 14.3935 0.8 1.2 -0.3
H -14.8592 11.6340 13.4110 0.4 0.2 -0.2
H -15.1702 12.0750 15.1303 0.2 0.2 0.0
H -16.4923 11.7121 14.0206 -1.4 0.7 -0.3
H -17.8386 9.4656 11.4332 -0.9 0.2 0.1
H -16.9832 7.9672 11.1361 0.2 0.1 -0.3
H -16.4649 9.5630 10.3787 0.3 -0.4 0.3
C -12.9979 20.4249 15.2040 -0.2 -0.1 -1.0
O -13.9579 19.4596 15.6164 0.2 0.3 0.4
P -13.4938 17.9653 15.7742 0.9 -1.3 0.7
O -12.2483 17.6719 16.5012 -0.3 0.7 -0.2
O -14.7677 17.2724 16.3445 -0.5 0.1 -0.6
C -14.9731 16.8166 17.6735 -1.3 0.5 -0.4
O -13.4463 17.3622 14.3252 -0.5 0.1 -1.0
C -14.5572 17.6864 13.4341 1.3 -0.1 0.2
H -13.0950 20.5817 14.1395 0.6 -0.6 -0.6
H -11.9988 20.2770 15.5648 0.5 -0.7 -0.1
H -13.2690 21.3767 15.5198 -1.0 1.6 1.4
H -14.0487 16.4537 18.0918 -0.1 0.0 0.4
H -15.7870 16.0926 17.5716 0.7 -0.3 0.3
H -15.4464 17.6436 18.1925 0.4 0.2 0.7
H -14.6825 16.8761 12.7534 0.2 -0.5 -0.6
H -14.2693 18.5940 12.9216 -0.4 0.2 -0.2
H -15.4866 17.7378 13.9420 -0.8 0.5 0.8
F -16.1211 14.8198 11.8759 -1.2 -1.3 -1.1
C -16.9024 14.0062 11.0038 0.8 0.4 0.9
C -18.1896 13.6519 11.3401 -1.0 0.1 0.1
C -18.9772 13.0035 10.3633 0.7 0.0 1.3
C -18.4202 12.5897 9.1732 0.7 0.5 -0.6
C -17.0816 12.8850 8.8895 1.3 -0.2 0.2
C -16.2892 13.5522 9.8488 -0.4 0.5 -0.2
H -18.6665 13.8167 12.3246 0.6 0.3 -0.7
H -19.9862 12.7782 10.6855 -0.1 -0.1 -0.4
H -18.9884 12.0871 8.4154 -0.4 -0.2 -0.1
H -16.5670 12.5489 7.9512 -0.8 0.3 1.0
H -15.2341 13.8219 9.7539 -0.4 -0.3 -0.4
F -17.4508 14.1374 18.3680 -0.4 0.0 -0.2
C -17.6681 14.5551 17.0908 0.2 -0.4 -0.5
C -18.8349 15.1791 16.7238 0.3 1.2 -1.2
C -18.8924 15.7768 15.4217 0.5 -1.5 0.7
C -17.8418 15.5885 14.5277 -0.1 -0.3 1.6
C -16.7246 14.8572 14.9307 -1.2 -0.5 0.5
C -16.6624 14.2617 16.1745 -0.9 1.3 0.3
H -19.6663 15.2673 17.3915 -0.3 0.0 0.4
H -19.8063 16.2071 15.0725 -0.4 0.4 0.0
H -17.8846 15.9053 13.5230 -0.2 0.6 -0.9
H -16.0209 14.6354 14.1945 1.3 -0.3 -0.9
H -15.8799 13.6600 16.5403 1.2 -0.6 0.1
F -14.0597 6.4147 17.6679 0.3 -0.2 0.0
C -14.8252 7.4484 18.0704 -1.3 -1.0 0.6
C -14.2745 8.4019 18.8997 -0.9 0.0 -1.1
C -15.0650 9.4800 19.2082 -1.1 0.4 1.0
C -16.4383 9.5368 18.8737 0.7 1.3 -0.2
C -16.9556 8.5337 18.0916 0.7 -0.9 0.3
C -16.1871 7.3971 17.7903 0.6 1.5 -0.4
H -13.2884 8.2800 19.2438 1.2 0.1 0.2
H -14.6249 10.2413 19.8275 -0.1 0.3 0.2
H -17.0744 10.4247 19.1203 0.8 -0.9 -0.2
H -17.9356 8.6045 17.6954 -0.9 0.0 -0.1
H -16.6298 6.6127 17.2200 0.0 -0.5 -0.4
F -12.8321 14.8554 19.6842 -0.2 -0.2 -0.6
C -12.8585 14.1102 18.5473 0.9 -0.8 -1.5
C -13.1088 12.7446 18.6250 -0.5 -0.6 -0.5
C -13.0146 11.9207 17.4250 0.2 1.2 1.6
C -12.6814 12.5234 16.2287 0.1 0.4 -0.4
C -12.4490 13.8928 16.1382 -0.6 0.4 2.1
C -12.5066 14.6898 17.3141 -0.1 -1.0 -0.5
H -13.4398 12.4303 19.6334 0.4 -0.5 -0.8
H -13.1154 10.8379 17.4055 -0.3 0.2 0.5
H -12.5979 11.9736 15.2962 -0.2 -0.3 0.2
H -12.3039 14.3328 15.1734 0.4 0.4 -0.3
H -12.2721 15.7308 17.2493 0.1 0.5 0.0
F -14.2908 12.5706 21.8921 -0.4 1.0 -0.4
C -14.8103 13.8515 21.9394 1.0 -0.7 0.6
C -14.5026 14.6103 23.0439 0.6 -0.5 0.7
C -15.1164 15.8225 23.2668 -0.3 0.2 -0.1
C -16.0535 16.2713 22.3463 -0.2 0.9 -0.5
C -16.2256 15.5554 21.1633 -0.8 1.5 -0.2
C -15.5644 14.3756 20.9380 -1.3 -1.1 -0.8
H -13.7692 14.2416 23.7499 -0.1 -0.1 0.0
H -14.8509 16.3727 24.1619 -0.2 0.1 -0.1
H -16.6103 17.2205 22.4667 0.5 -0.7 0.1
H -16.9166 15.9516 20.3839 0.6 -0.5 0.7
H -15.8917 13.8205 20.0702 0.6 -0.2 -0.1
F -18.3639 16.1262 8.4858 -0.1 0.2 0.0
C -18.7953 17.2418 9.1313 0.1 -0.6 0.2
C -17.9957 18.3439 9.1535 0.2 1.5 0.1
C -18.4318 19.4850 9.8401 1.0 -0.6 -0.3
C -19.6120 19.4406 10.5375 -0.4 1.0 0.2
C -20.4434 18.3572 10.4630 -0.6 -2.0 0.4
C -20.0012 17.1946 9.7920 -0.2 1.2 -0.2
H -17.0693 18.3927 8.6207 0.4 -0.3 -0.2
H -17.7887 20.3668 9.8564 -0.2 -0.2 0.0
H -19.9376 20.2747 11.1341 0.0 0.3 0.1
H -21.3894 18.3533 11.0425 0.7 -0.1 -0.5
H -20.5577 16.3018 9.6429 -0.7 -0.6 0.3
F -21.9450 15.6077 13.3910 0.2 -0.5 0.7
C -22.1570 14.3381 12.9461 -0.3 0.5 0.6
C -21.8918 13.1981 13.6920 1.3 0.2 0.1
C -22.0560 11.9960 13.0000 -0.1 -0.1 1.0
C -22.5559 11.9265 11.7130 0.9 -1.0 -0.8
C -22.8495 13.0937 11.0303 -1.1 0.7 -0.4
C -22.7116 14.3087 11.6998 0.2 -0.4 -1.0
H -21.3575 13.2064 14.6769 -0.9 0.2 -0.8
H -21.7947 11.0888 13.5360 0.0 0.0 -0.2
H -22.4946 10.9424 11.2021 -0.5 0.8 0.3
H -23.2892 13.1280 10.0140 0.5 -0.3 0.7
H -22.9116 15.2698 11.2509 -0.2 0.0 -0.3
F -20.3188 20.6250 21.8523 0.3 0.2 -0.1
C -19.7659 19.6991 21.0416 -1.7 -0.8 -1.0
C -18.4014 19.5753 20.9564 -0.5 -0.5 0.3
C -17.8716 18.5142 20.2304 -0.2 0.6 -0.8
C -18.7058 17.6918 19.4912 -0.2 0.1 -1.0
C -20.0968 17.8761 19.5142 0.0 0.5 0.1
C -20.6648 18.9005 20.2771 1.4 -0.3 0.8
H -17.8096 20.2869 21.4800 0.6 0.3 0.4
H -16.8042 18.4609 20.0799 0.1 -0.1 0.2
H -18.2732 17.0637 18.6936 -0.2 -0.1 0.8
H -20.7578 17.2687 18.8952 0.3 0.0 0.1
H -21.7423 19.0018 20.3471 0.2 0.3 0.1
F -16.3261 20.8211 17.4568 0.3 0.5 -0.1
C -16.7379 20.9126 16.1746 -0.7 -1.1 -0.2
C -16.7824 22.1040 15.4823 -0.4 0.6 0.6
C -17.3415 22.1241 14.2123 0.0 0.6 -0.8
C -17.8563 20.9881 13.6245 -0.1 -0.9 0.9
C -17.8587 19.7805 14.3366 1.3 1.1 1.0
C -17.2308 19.7397 15.6197 -0.9 -0.4 -2.0
H -16.5863 23.0472 15.9802 0.4 -0.2 0.0
H -17.4247 23.0552 13.6276 0.2 -0.3 0.6
H -18.3302 21.0373 12.6718 -0.2 0.0 -0.5
H -18.2987 18.9109 13.8859 -0.1 -0.3 0.1
H -17.1576 18.7563 16.0753 0.1 0.4 0.5
```
Positions in Å, forces in eV/Å.


Here is one molecule with the formula C5H7N3 at a distorted geometry from the OMol25 dataset. Energies are from ωB97M-V/def2-TZVPD.

Output
ΔE to the lowest compared entry with this formula, charge and spin, kcal/mol: 69.4
Gap between HOMO and LUMO, Eh: 0.32666
Electronic energy, eV: -9766.379
HOMO level, eV: -9.385
SMILES: [H]/N=C1/C=CC(CN)=N1
E_LUMO, eV: -0.50

XYZ file:
```
15
Properties=species:S:1:pos:R:3:forces:R:3
H -0.9029 -1.5276 3.4053 -0.4 0.7 0.1
N -0.9720 -1.9412 2.4842 0.7 -0.2 0.4
C -0.6435 -1.2163 1.5029 -0.8 -1.2 -1.2
C -0.4682 -1.9189 0.1751 -0.8 0.6 -0.3
C -0.0977 -0.8943 -0.6703 0.1 -2.2 -0.4
C -0.2138 0.4224 0.0777 0.7 -2.9 3.2
C 0.2207 1.7234 -0.5131 0.2 0.4 -0.1
N 0.9530 1.3362 -1.7409 0.8 0.6 0.5
N -0.4430 0.1684 1.3658 0.2 1.6 -1.5
H -0.7835 -3.0643 0.1355 1.3 2.8 -0.4
H 0.3914 -1.0444 -1.6653 -1.1 0.5 1.0
H 0.9515 2.2694 0.0924 -0.5 -0.4 0.7
H -0.6530 2.4531 -0.5680 1.0 -1.0 -0.7
H 0.6593 1.9093 -2.5040 0.5 0.3 -0.6
H 2.0018 1.3248 -1.5773 -2.1 0.4 -0.5
```
Positions in Å, forces in eV/Å.


Here is BrZr as an isolated structure at a distorted geometry from the OMol25 dataset. Energies are from ωB97M-V/def2-TZVPD.

Output
ΔE to the lowest compared entry with this formula, charge and spin, kcal/mol: 23.8
Gap between HOMO and LUMO, Eh: 0.26360
Electronic energy, eV: -71277.597
HOMO level, eV: -28.443
Charge: +3
E_LUMO, eV: -21.27

XYZ file:
```
2
Properties=species:S:1:pos:R:3:forces:R:3
Zr 1.7749 19.5999 -5.2004 3.8 -0.1 -3.0
Br 3.8072 19.5599 -6.8516 -3.8 0.1 3.0
```
Positions in Å, forces in eV/Å.